96
Properties=species:S:1:pos:R:3 method="wB97M-V/def2-TZVPD" largest_force_ha_per_bohr=0.0688 e_above_lowest_kj_mol=418.4 homo_ha=-0.371 smiles=CC(C)O.CC(C)O.CCO.CCO.CCO.CCO.CCO.CCO.CCO.CCO
O 4.4444 -2.4247 -7.7367
O 1.5119 -5.6186 2.1484
O -2.7112 -8.8354 -4.2962
O -1.2670 5.9049 -0.8493
O 0.2995 1.4795 0.3916
O -7.1832 -2.0915 3.6696
O 0.8806 7.7717 2.8548
O 1.1665 1.4050 6.6116
O -1.6860 2.1993 -6.6320
O 4.3115 1.2402 2.9660
C 5.3008 -2.7772 -5.4974
C -6.7511 -0.9803 1.6251
C -2.9998 -7.5945 -4.8099
C 1.0864 7.0638 5.0922
C 4.8974 -1.7450 -6.5396
C 2.8914 -5.4263 1.9508
C 1.2108 0.2583 -1.4629
C -1.8033 -6.6512 -4.4664
C -0.1908 1.0474 6.5553
C -0.2359 -0.8382 0.1557
C 0.0312 0.4697 -0.5185
C -0.8066 1.0701 -6.5043
C -6.2990 -1.2677 2.9811
C -0.5601 0.6007 -7.9961
C -5.9478 -0.0291 3.9139
C -0.3559 -0.4863 6.6305
C 3.8606 -6.4044 2.5616
C 5.5717 1.9081 2.7359
C -2.6248 6.2222 -1.0410
C -3.5148 5.5500 -0.0427
C 5.1179 3.1217 1.9952
C 0.2455 6.9258 3.7873
H -1.4989 0.4914 -8.5392
H 1.4892 8.0670 5.2320
H 3.0252 -5.3879 0.8697
H -6.0988 -0.2182 1.1987
H 0.6605 -1.1974 0.6613
H -1.7111 -5.7997 -5.1405
H 4.9564 2.9819 0.9263
H 4.8747 -6.0178 2.4606
H 0.0231 -0.8572 7.5828
H 1.0662 1.1620 0.8742
H 5.6828 -2.2121 -4.6472
H -1.0639 2.8792 -6.9008
H 0.2910 5.8753 3.5001
H -0.5585 1.4467 5.6101
H 0.0207 1.4202 -8.4192
H 3.0337 -4.4350 2.3810
H -2.9215 6.0570 -2.0768
H 3.9240 1.4772 3.8117
H 1.0697 -0.4871 -2.2456
H 4.1551 3.5033 2.3350
H -0.8172 0.7063 -1.1606
H -0.7934 7.2540 3.8188
H -3.5543 -9.2917 -4.3469
H 2.0623 -0.1944 -0.9548
H 0.4323 6.8771 5.9439
H 5.8105 -1.2582 -6.8823
H -5.3673 -1.8026 2.7972
H -3.7272 4.5359 -0.3812
H -3.1527 5.5514 0.9854
H 6.1174 2.1170 3.6560
H -2.6797 7.2957 -0.8605
H 1.3557 -6.4490 1.6928
H 6.2152 1.2887 2.1111
H -0.7299 1.5946 7.3286
H -5.0099 0.3751 3.5330
H -1.9527 -6.3633 -3.4258
H 3.7711 -7.2914 1.9344
H 3.6579 -6.5841 3.6174
H -4.0142 -7.3609 -4.4865
H 5.2492 -2.6141 -8.2246
H -0.7896 -7.0467 -4.5306
H 1.9395 6.3862 5.0579
H 0.6513 7.3634 2.0167
H -3.0456 -7.6488 -5.8976
H 4.4080 -3.3077 -5.1664
H 4.2217 -0.9838 -6.1495
H -1.1435 4.9738 -0.6511
H -6.7840 -1.7608 0.8649
H 5.8965 3.8842 1.9753
H -6.7161 0.7405 3.9885
H 1.2665 2.0434 7.3216
H -6.9476 -2.9848 3.4086
H -1.4182 -0.7167 6.5487
H -7.7339 -0.5182 1.7178
H -0.4524 -1.6544 -0.5336
H 0.0887 -0.2735 -8.0507
H -1.0656 0.1428 -5.9933
H -4.4857 6.0385 0.0397
H 6.0049 -3.4957 -5.9169
H 1.5811 1.1806 -1.9104
H 0.1652 1.4694 -6.2140
H -1.0592 -0.7724 0.8670
H 0.0995 -1.0533 5.8185
H -5.8647 -0.2088 4.9858

---

96
Properties=species:S:1:pos:R:3 method="wB97M-V/def2-TZVPD" largest_force_ha_per_bohr=0.0388 e_above_lowest_kj_mol=113.8 homo_ha=-0.353 smiles=CC(C)O.CC(C)O.CCO.CCO.CCO.CCO.CCO.CCO.CCO.CCO
O -7.3480 -15.8949 4.2665
O -12.4671 -7.1632 4.8383
O -8.6254 -5.9449 1.0234
O -13.3155 -11.8590 6.2784
O -10.5995 -7.4454 7.0909
O -10.9386 -7.2507 0.1460
O -5.5060 -11.6566 -0.5439
O -10.8105 -11.4266 5.1955
O -12.7067 -11.9833 -0.7565
O -13.3188 -11.9124 9.0817
C -6.4516 -10.5847 -0.5846
C -9.9978 -8.6854 6.7692
C -13.3747 -8.0252 5.5472
C -5.9785 -9.6143 -1.6642
C -10.7220 -8.6135 -0.1255
C -9.5175 -10.7928 3.3093
C -9.2548 -5.8425 3.3640
C -8.4787 -8.6196 6.9018
C -12.6394 -9.6397 9.5435
C -12.3699 -11.1138 9.8047
C -10.9323 -11.5333 9.4736
C -8.2179 -15.3703 3.2239
C -14.0260 -7.2433 6.6753
C -9.3158 -14.6189 3.9649
C -8.5363 -6.6349 2.2821
C -9.9455 -8.8431 -1.4226
C -10.9029 -10.9539 3.8693
C -14.7286 -11.8812 5.9618
C -6.6544 -9.9362 0.7916
C -12.1613 -12.4911 0.4710
C -10.6547 -12.5436 0.4462
C -14.9275 -11.6210 4.4962
H -10.1085 -14.3974 3.2465
H -7.6318 -14.7268 2.5698
H -7.2749 -10.6640 1.3220
H -8.8334 -4.8372 3.4174
H -14.0730 -12.0322 9.6651
H -10.2294 -13.1487 -0.3617
H -8.9132 -11.6921 3.2052
H -9.5421 -9.8500 -1.5030
H -8.6366 -16.2510 2.7326
H -9.0675 -6.3428 4.3222
H -8.9350 -13.6857 4.3798
H -6.7261 -8.8959 -2.0023
H -12.4091 -11.7389 1.2227
H -4.6616 -11.2514 -0.3036
H -11.5420 -10.0623 3.8169
H -7.3443 -9.0866 0.7349
H -14.1209 -8.3756 4.8318
H -10.6544 -12.4785 9.9370
H -10.3500 -9.5111 7.3934
H -5.7597 -9.6398 1.3358
H -9.5345 -10.2661 2.3532
H -7.9511 -5.2592 1.0875
H -11.6675 -11.4887 5.6629
H -16.0200 -11.6070 4.3702
H -10.4481 -8.4375 -2.2997
H -11.7085 -9.0826 -0.1702
H -15.0193 -12.9034 6.2250
H -13.2132 -12.0741 7.2265
H -12.5014 -11.3045 10.8744
H -10.0861 -6.8761 0.4338
H -8.0500 -7.7994 6.3280
H -8.8990 -10.1457 3.9435
H -14.7702 -7.8726 7.1693
H -12.5346 -7.3508 3.8985
H -11.9912 -8.9526 10.0861
H -9.0814 -8.1669 -1.3375
H -5.2021 -9.0015 -1.1830
H -14.6779 -10.6111 4.1709
H -10.3363 -5.8262 3.2609
H -6.5650 -16.2675 3.8465
H -15.2758 -11.1861 6.6032
H -9.0652 -7.5935 2.2070
H -5.4977 -10.1281 -2.4927
H -7.4205 -11.0271 -0.8320
H -12.8570 -8.9284 5.8913
H -10.8395 -11.6338 8.3925
H -11.4243 -7.4545 6.5877
H -14.3643 -6.2819 6.3024
H -13.6712 -9.4227 9.8370
H -10.2867 -10.7585 9.8834
H -12.5722 -9.3886 8.4820
H -10.3061 -13.0614 1.3461
H -9.7046 -15.1678 4.8189
H -10.2250 -8.9839 5.7410
H -8.2786 -8.4310 7.9620
H -10.1689 -9.1643 0.6477
H -12.6713 -13.4219 0.7222
H -8.0177 -9.5720 6.6470
H -10.2142 -11.5511 0.3969
H -7.5095 -6.9246 2.5271
H -14.4877 -12.3550 3.8290
H -12.5820 -12.6695 -1.4204
H -11.4308 -11.7276 3.2890
H -13.3253 -7.0702 7.4992

---

105
Properties=species:S:1:pos:R:3 method="wB97M-V/def2-TZVPD" largest_force_ha_per_bohr=0.3299 e_above_lowest_kj_mol=2412.9 homo_ha=-0.142 total_charge=-1
Cl -0.1659 -0.5328 -0.4149
O -5.2294 2.5389 1.0677
O 0.0796 -1.3192 -1.5879
O -1.0134 5.3170 -1.0218
O -0.1760 -3.6528 -1.1306
O 2.2353 -3.4210 -0.8374
O -0.0737 -1.5605 -3.6481
O -1.0641 -4.2261 3.0972
O 0.4349 0.7560 -0.4559
O 1.6789 0.4132 -3.0326
O -1.6165 -0.3873 -0.2839
O 2.6504 2.9459 0.8425
O 0.3438 -1.2895 0.7231
N -2.4369 0.1237 1.8075
N -0.5613 -2.9272 0.8875
N -1.1298 1.8423 0.6579
N 4.7074 -5.7821 0.4840
N 5.4958 3.2588 1.1750
C 3.5878 2.4549 -0.1168
C -2.2638 -3.7959 2.5056
C 3.3750 -4.3143 -0.9331
C 1.6639 -2.9491 -2.0469
C -2.1468 5.3547 -1.9395
C 3.9596 -4.5425 0.5117
C -4.6469 1.4435 1.7636
C 0.3682 2.3576 -2.9255
C -2.9215 -2.7224 0.2088
C 5.9575 2.7303 -1.1803
C 0.9554 1.2862 -3.8880
C -1.6851 3.0557 0.1696
C -1.1380 -4.5869 4.4691
C -0.6062 3.9931 -0.4638
C -3.7210 0.1328 -0.2488
C -6.5621 2.8081 1.4961
C 1.4228 2.2184 0.7789
C 4.9531 -3.4294 1.0014
C -2.3864 3.7950 1.2598
C -1.9392 -2.7784 1.3989
C -3.3624 0.9290 1.0049
C 4.8856 3.2325 -0.1225
H 6.0216 1.6441 -1.1158
H -0.6224 1.2462 0.0196
H 4.6260 4.2693 -0.3367
H -0.3193 -2.0185 0.5189
H -0.0949 -4.7565 4.7361
H 4.5380 -2.4216 0.9886
H -2.7128 -2.2084 -0.7295
H 0.5802 2.6627 1.3088
H 1.6663 1.5343 -4.6762
H 0.1418 0.8394 -4.4596
H -3.0957 -0.5629 2.1462
H -1.4621 -3.7192 5.0436
H -3.9748 -0.8679 0.1010
H -1.9114 -0.3875 1.1129
H -3.8861 -2.3518 0.5556
H 6.9610 3.0512 -0.9007
H 2.3905 -2.3423 -2.5872
H 5.8469 3.1085 -2.1966
H -7.3963 2.5897 0.8293
H -0.2313 -3.9094 -2.0511
H 3.8366 1.4313 0.1634
H 1.3811 0.4587 -2.1210
H 3.2092 -4.6983 1.2869
H -0.0781 -2.8874 1.7735
H 1.1274 3.0134 -2.4993
H -4.4563 0.5930 -0.9088
H -5.4229 0.6818 1.8387
H 3.0415 2.3466 -1.0538
H -2.4257 2.6394 -0.5132
H -2.0209 4.5403 -2.6530
H 0.8643 -2.2872 -1.7143
H 0.0310 -2.7186 -1.1539
H 4.0656 -3.6992 -1.5100
H -0.1611 3.3903 -1.2554
H -2.7016 1.7203 0.6509
H -2.2558 6.3141 -2.4453
H -3.1589 3.2033 1.7509
H -1.6173 4.0971 1.9706
H 4.2100 -6.5293 0.0209
H 1.6324 1.3374 1.3856
H -0.4717 2.8727 -3.3916
H -3.1524 -3.7620 -0.0234
H -3.0369 5.1436 -1.3468
H 1.2769 -3.7774 -2.6404
H -0.1557 -1.2273 -2.7545
H -2.8847 -0.0109 -0.9329
H -4.3046 1.7199 2.7609
H -0.1062 1.8503 -2.0855
H -2.7001 -4.6609 2.0061
H -2.8348 4.7113 0.8758
H 5.8185 -3.4463 0.3389
H 0.8543 -1.4570 -3.8586
H 1.0591 2.0717 -0.2381
H -6.7476 2.5618 2.5415
H 3.0204 -5.2137 -1.4365
H -1.9072 -5.3555 4.5439
H 5.0023 3.8664 1.8133
H -2.9930 -3.5466 3.2765
H 5.5934 -5.7048 0.0054
H 5.3189 2.3682 1.6172
H -6.5720 3.8855 1.3307
H 0.2314 4.0748 0.2289
H -1.9685 -1.8031 1.8845
H 5.4136 -3.5844 1.9771
H -1.8274 1.3070 1.1547

---

105
Properties=species:S:1:pos:R:3 method="wB97M-V/def2-TZVPD" largest_force_ha_per_bohr=0.0841 homo_ha=-0.362
P 0.3926 2.1609 1.7616
O 3.3803 -1.2895 -1.9766
O -4.7943 4.5950 7.4278
O 4.4098 -9.0484 -2.2445
O -3.5340 0.1724 5.5330
O 1.1902 2.6297 -1.1717
O -2.0774 0.0483 -3.5106
O 4.6361 -5.3926 -2.6034
O -2.0620 -2.9775 -6.2058
O 0.0683 0.7441 -1.4641
O 0.2081 3.4253 2.5321
O -4.8298 -0.1304 2.7152
O 1.0020 -0.5847 0.7952
O 4.3833 4.2410 3.2704
O -7.8611 -0.0635 1.7962
O -3.1351 -3.7189 0.0719
N -1.5661 3.2471 -3.0051
N -2.5685 0.3060 0.6694
C -4.6995 -1.4857 3.1375
C -1.9748 0.0760 -4.9337
C -3.0286 -2.9999 -7.2521
C 5.7075 -5.5333 -3.5254
C -1.0437 2.7052 -2.1713
C -4.6594 3.2417 7.8505
C 3.8391 3.6268 -1.0987
C 3.8442 3.0853 -2.5698
C -0.7750 2.1674 0.2883
C -8.0776 0.9741 2.7396
C 1.2392 4.0406 -0.9278
C 3.4473 -9.0577 -3.2925
C 2.6861 4.6274 -0.8152
C -1.7811 1.0821 0.4685
C 1.1226 -1.9301 1.2441
C -2.8019 1.3741 5.3397
C -2.9513 -3.3256 -1.2809
C 3.9948 2.4845 -0.0425
C -0.0769 2.1128 -1.1328
C 2.8675 5.3683 0.5646
C 3.5131 -2.6438 -1.5425
C 5.6108 4.3640 3.9804
H 2.8372 2.8505 -2.9456
H -5.2556 -1.6156 4.0641
H -4.3283 -0.0382 1.8951
H 3.3303 -8.0435 -3.6711
H 0.6924 4.3534 -0.0089
H 1.7137 1.9004 1.3416
H 4.5828 2.2778 -2.6958
H 5.3645 -6.0794 -4.4083
H 5.4176 4.6431 5.0192
H 0.7316 4.5925 -1.7507
H 6.5326 -6.0696 -3.0508
H 5.0527 2.2166 0.1389
H 3.8680 -1.2012 -2.8009
H -2.6744 -3.6218 -8.0776
H -3.1594 -2.9151 0.6029
H 6.0476 -4.5438 -3.8259
H 4.2099 3.9359 -3.1870
H 4.7777 4.2193 -1.0253
H -4.2961 4.6918 6.6100
H -3.7843 -2.6928 -1.6012
H -5.0639 2.5716 7.0882
H 1.4959 -0.5097 -0.0325
H -1.4946 1.0069 -5.2279
H 2.9665 -2.7600 -0.6098
H -3.1742 -1.9822 -7.6078
H -7.8142 1.9380 2.2957
H -2.9204 -4.2199 -1.9000
H -2.5053 -0.7808 -3.2705
H -0.7431 0.4751 -1.9316
H -3.6455 -1.7168 3.3122
H -6.9228 -0.0469 1.5697
H -2.1151 1.5026 6.1742
H 4.5655 -2.8800 -1.3756
H 3.1287 4.6768 1.3915
H 3.5151 2.7012 0.9241
H 1.9241 5.9185 0.7435
H 3.8706 3.5512 3.7053
H -2.2324 1.3180 4.4074
H -4.1337 0.0832 4.7826
H -1.9458 -3.8841 -5.9037
H 2.4882 -9.4132 -2.9081
H 3.6680 6.1113 0.3803
H -3.4896 2.2231 5.3022
H 2.1751 -2.1679 1.4161
H 4.3565 -6.2829 -2.3553
H 2.7853 5.4339 -1.5717
H -1.3106 3.1372 0.3399
H -9.1296 0.9836 3.0185
H -1.3749 -0.7667 -5.2775
H -5.2165 3.1118 8.7758
H 3.5380 1.5709 -0.4811
H 0.5717 -2.0398 2.1766
H 6.2069 5.1404 3.5058
H 4.4938 -9.9536 -1.9292
H -3.9787 -3.3895 -6.8783
H -5.1055 -2.1581 2.3776
H 3.0968 -3.3178 -2.2917
H 3.7897 -9.7083 -4.1008
H -2.0075 -2.7812 -1.3844
H -3.6058 3.0111 8.0275
H 6.1599 3.4192 3.9493
H 0.7031 -2.6067 0.4952
H -2.9718 0.0279 -5.3766
H -0.0321 1.0770 2.5817
H -7.4711 0.7966 3.6316